1.
The following is a DFT calculation (the ωB97M-V functional and the def2-TZVPD basis) of a structure of composition C15H21F2FeO15.

```
54
Properties=species:S:1:pos:R:3:mulliken_spin:R:1
Fe 1.855 1.220 0.376 4.36
F -6.060 2.970 -1.771 0.00
F -4.277 -4.881 -2.481 0.00
O 1.760 -1.678 3.992 0.00
O -3.464 1.899 -2.180 0.00
O 0.652 -0.398 0.007 0.11
O 1.193 3.164 -0.086 0.10
O 0.361 2.213 1.511 0.10
O -4.014 -0.190 -3.003 0.00
O -5.296 0.890 -1.303 0.00
O 1.141 0.724 -1.619 0.13
O 3.674 0.706 -0.384 0.12
O -1.120 -4.615 -3.713 0.00
O 3.269 -0.079 4.478 0.00
O 2.279 0.023 2.429 0.00
O -0.597 -6.798 -4.183 0.00
O 3.637 2.044 1.141 0.09
O -2.523 -6.165 -3.152 0.00
C -4.241 0.770 -2.200 0.00
C 0.555 3.319 0.913 -0.01
C 5.956 1.393 0.319 0.00
C -1.324 -5.947 -3.698 0.00
C -0.645 -0.764 -2.018 0.00
C 0.387 -0.131 -1.165 -0.01
C -3.879 2.718 -1.117 0.00
C -2.193 -3.989 -3.129 0.00
C 0.652 -2.219 3.364 0.00
C -5.293 2.280 -0.899 0.00
C 4.408 1.335 0.433 -0.01
C 3.989 1.067 4.347 0.00
C 2.432 -0.556 3.511 0.00
C 0.082 4.642 1.470 0.00
C -2.948 -5.078 -2.382 0.00
H -1.003 4.540 1.494 0.00
H 0.253 5.482 0.797 0.00
H 0.921 -2.481 2.341 0.00
H -3.343 2.478 -0.199 0.00
H -1.488 -1.061 -1.394 0.00
H -3.782 3.763 -1.412 0.00
H 0.471 4.821 2.473 0.00
H 6.243 1.642 -0.703 0.00
H -0.142 -1.473 3.319 0.00
H -2.732 -3.690 -4.028 0.00
H 6.285 2.242 0.918 0.00
H -2.673 -5.181 -1.333 0.00
H -0.199 -1.642 -2.485 0.00
H -2.024 -3.194 -2.403 0.00
H 4.674 1.077 3.499 0.00
H 4.756 1.255 5.098 0.00
H 3.413 1.993 4.339 0.00
H 0.331 -3.145 3.841 0.00
H -5.652 2.370 0.127 0.00
H 6.404 0.470 0.689 0.00
H -1.116 -0.153 -2.788 0.00
```

As for the multiplicity: 6. The calculation puts the HOMO energy (alpha / beta) at -9.88 / -9.98 eV. The electronic energy comes out at -86430.25373 eV. The calculation puts the energy above the lowest of the compared OMol25 structures with the same formula, charge and spin at 2.811 eV.

---

2.
The following is a DFT calculation (the ωB97M-V functional and the def2-TZVPD basis) of a structure of composition C17H23Br21Cl12O6.

```
79
Properties=species:S:1:pos:R:3:mulliken_charge:R:1
Br 1.680 3.575 -4.125 -0.02
Br 5.505 -2.236 0.705 -0.06
Br 5.425 -0.899 -2.805 -0.05
Br 0.942 4.891 -1.269 -0.04
Br 2.877 -4.097 -4.903 0.04
Br 1.305 -0.106 -5.699 0.23
Br -0.283 -3.290 -4.976 0.02
Br 2.405 0.457 3.351 0.14
Br 2.763 3.559 2.935 -0.02
Br -4.769 -0.265 -4.070 0.00
Br 2.524 2.078 -1.624 0.04
Br -3.438 -2.236 -6.276 -0.09
Br 1.106 0.494 -8.816 -0.04
Br 3.648 -3.410 2.902 -0.05
Br 0.591 -5.951 -3.540 -0.09
Br 5.002 2.120 4.346 -0.07
Br 2.772 -3.703 -0.124 0.07
Br -2.120 0.532 -5.444 0.00
Br 3.384 -1.136 -7.654 -0.03
Br 5.972 -1.991 -5.782 -0.05
Br 5.392 1.125 -5.166 -0.02
Cl -6.142 -5.741 -2.091 -0.12
Cl -1.351 -4.794 -0.219 0.00
Cl -0.917 -4.365 2.452 -0.04
Cl 0.161 -0.213 0.648 0.07
Cl -1.684 -7.044 1.614 -0.14
Cl -2.837 2.480 -0.833 0.02
Cl -5.540 1.745 -0.207 -0.15
Cl -0.499 -1.783 -1.661 0.20
Cl -4.860 -3.106 -1.568 -0.01
Cl -7.387 -3.238 -2.832 -0.11
Cl -2.467 -1.417 0.412 -0.06
Cl -5.100 4.425 -1.003 -0.15
O 2.507 -0.884 7.216 -0.36
O 0.765 -1.578 6.221 -0.31
O -2.722 4.559 2.024 -0.63
O 0.985 0.703 6.437 -0.61
O -1.055 5.857 1.187 -0.32
O -0.527 4.497 2.698 -0.22
C -0.555 -1.502 5.640 -0.58
C 1.395 -0.465 6.640 0.89
C -5.906 -4.119 -2.615 0.08
C 3.092 2.071 4.059 -0.42
C 5.044 -0.697 -4.762 0.28
C -0.885 3.483 3.667 -0.43
C 1.154 3.191 -2.338 -0.29
C 1.188 -4.097 -4.007 0.16
C 2.186 0.382 -7.289 -0.43
C -4.325 3.068 -0.170 0.13
C -1.914 6.405 0.149 -0.45
C -1.581 4.952 1.985 0.89
C 3.617 -2.580 1.107 -0.06
C -1.904 -5.292 1.343 -0.09
C -3.710 -0.429 -5.683 -0.35
C -0.808 -1.665 0.058 0.14
C 3.479 0.151 7.477 -0.60
H 0.265 2.591 -2.252 0.30
H 3.006 1.088 7.669 0.35
H 4.173 0.314 6.648 0.14
H -2.897 5.874 0.094 0.15
H -1.638 3.872 4.365 0.32
H -4.122 3.294 0.829 0.16
H -0.922 -2.515 5.473 0.21
H 0.047 3.156 4.195 0.01
H -0.387 -2.541 0.566 -0.19
H -1.401 6.294 -0.777 0.19
H 4.094 -0.127 8.290 0.31
H -5.269 -4.143 -3.514 0.19
H 2.845 1.228 -7.166 0.40
H -0.625 -0.997 4.715 0.26
H 4.012 -0.908 -4.896 -0.25
H -2.016 7.469 0.401 0.26
H 2.646 2.174 5.043 0.34
H -1.407 2.614 3.170 0.22
H 1.386 -3.639 -3.051 -0.17
H 3.126 -1.542 1.133 0.05
H -4.237 0.027 -6.478 0.37
H -1.266 -0.957 6.342 0.27
H -2.998 -5.092 1.480 0.31
```

As for the multiplicity: 1. The calculation puts the HOMO energy at -9.88 eV. The electronic energy comes out at -1651444.91184 eV.

---

3.
The following is a DFT calculation (the ωB97M-V functional and the def2-TZVPD basis) of a cluster of 2 separate species, C2H9N2 in total.

```
13
Properties=species:S:1:pos:R:3:nbo_charge:R:1
N 0.744 -1.395 0.999 -0.72
N -1.291 -0.957 -0.118 -0.71
C 0.398 2.688 -0.809 -0.85
C 0.064 -0.770 0.083 0.41
H 0.617 -0.205 -0.706 0.25
H 0.262 2.105 -1.726 0.20
H 1.793 -1.226 1.026 0.46
H -1.772 -1.532 0.508 0.42
H -0.371 2.346 -0.170 0.20
H 0.448 3.765 -0.987 0.25
H -1.750 -0.265 -0.677 0.44
H 1.427 2.328 -0.386 0.20
H 0.409 -2.362 1.304 0.45
```

As for the multiplicity: 1. The calculation puts the HOMO energy at -16.43 eV. The electronic energy comes out at -5193.15515 eV. Its charge is +1. The calculation puts the energy above the lowest of the compared OMol25 structures with the same formula, charge and spin at 0.799 eV.

---

4.
The following is a DFT calculation (the ωB97M-V functional and the def2-TZVPD basis) of a structure of composition C4H17EuNP.

```
24
Properties=species:S:1:pos:R:3:mulliken_spin:R:1
Eu 1.141 1.269 -0.995 7.00
P -0.221 -0.803 0.820 0.11
N -0.835 2.710 -0.617 -0.10
C -1.887 -0.642 1.637 -0.16
C -0.390 -2.576 0.397 -0.01
C 0.723 -1.037 2.380 -0.01
C 1.814 1.678 -3.051 -0.03
H -1.722 2.258 -0.910 0.04
H 0.638 -0.116 2.967 -0.01
H 1.147 -0.711 -1.505 0.07
H -2.669 -0.613 0.861 0.01
H 0.958 2.268 -3.168 0.00
H -0.882 2.942 0.334 0.04
H 2.684 2.110 -2.426 0.00
H -0.705 -3.156 1.274 0.00
H 1.278 -0.365 -2.217 -0.02
H -1.910 0.292 2.219 0.04
H -0.732 3.593 -1.183 0.00
H 0.310 -1.878 2.953 0.01
H -1.152 -2.651 -0.385 -0.01
H 1.778 -1.233 2.149 0.00
H -2.101 -1.486 2.319 -0.01
H 2.169 1.105 -3.869 0.01
H 0.565 -2.957 0.017 0.01
```

As for the multiplicity: 8. The calculation puts the HOMO energy (alpha / beta) at 0.01 / 0.15 eV. The electronic energy comes out at -34525.74951 eV. Its charge is -1.

---

5.
The following is a DFT calculation (the ωB97M-V functional and the def2-TZVPD basis) of a structure of composition C45H39GeNOP2PtS.

```
91
Properties=species:S:1:pos:R:3:mulliken_charge:R:1
Pt 0.375 0.242 0.335 1.47
Ge 0.701 -2.256 -2.475 0.69
S 2.410 1.691 -2.308 -0.17
P -1.057 0.275 1.887 1.39
P 2.072 -0.645 1.975 0.19
O 3.427 0.747 -2.851 -0.59
N 1.531 1.354 -1.196 -0.30
C -0.652 0.232 -3.144 0.11
C -0.967 -3.301 -2.669 0.10
C 4.235 -0.198 3.808 -0.49
C 5.919 -2.020 2.594 -0.62
C -1.849 1.821 2.566 0.26
C -2.559 -0.806 1.804 0.32
C 1.576 -2.400 1.716 0.32
C -1.986 -3.118 -1.734 -0.16
C -3.463 -4.545 -2.990 -0.54
C -2.893 4.245 3.502 -0.38
C 4.381 -3.178 -4.349 -0.83
C -3.223 -3.731 -1.890 -0.44
C -3.864 -0.339 1.665 -0.52
C -2.465 -4.728 -3.937 -0.72
C 1.542 -3.299 2.771 -0.03
C -0.579 1.408 -5.242 -0.47
C 0.325 0.475 -5.726 -0.67
C 4.618 -1.869 2.145 -0.48
C 1.128 -2.779 0.410 0.15
C 0.260 -0.714 -3.616 -0.05
C 6.392 -1.261 3.660 -0.41
C 4.354 -4.552 -4.554 -0.45
C -0.333 -0.432 3.453 -1.54
C -2.070 4.223 2.386 -0.56
C 1.181 -1.832 -0.681 -1.26
C -2.679 1.857 3.687 0.05
C -1.551 3.018 1.924 -0.69
C -1.234 -4.103 -3.778 -0.41
C -3.197 3.056 4.155 -0.77
C -3.418 -3.072 1.706 -0.70
C 0.735 -0.580 -4.917 -0.18
C -4.718 -2.590 1.586 -0.58
C 5.539 -0.347 4.262 -0.61
C 3.738 -0.960 2.746 0.25
C 2.141 -4.620 -3.615 -0.28
C 3.291 -2.528 -3.786 -0.35
C 2.143 -3.239 -3.419 -0.11
C 1.169 -0.201 3.551 -1.43
C 3.231 -5.275 -4.179 -0.66
C 0.632 -4.102 0.297 -0.38
C 1.020 -4.582 2.634 -0.93
C -2.353 -2.190 1.797 0.58
C -4.933 -1.221 1.551 -0.69
C 0.558 -4.963 1.377 -1.16
C -1.069 1.282 -3.948 -0.77
H 1.451 -1.294 -5.306 0.24
H -5.552 -3.278 1.503 0.37
H 0.724 0.572 -6.730 0.36
H -1.826 5.147 1.872 0.39
H 4.265 -2.469 1.313 0.35
H 5.262 -2.606 -4.620 0.42
H 2.105 -1.258 -0.714 1.09
H 1.278 -5.206 -3.310 0.36
H 1.910 -2.977 3.742 0.30
H -0.475 -4.232 -4.543 0.41
H -1.001 0.169 -2.117 0.19
H 3.349 -1.457 -3.609 0.55
H -0.848 -0.049 4.339 0.67
H -4.427 -5.026 -3.114 0.36
H -1.804 -2.485 -0.870 0.28
H -2.935 0.932 4.194 0.32
H 0.153 -5.960 1.227 0.36
H -3.224 -4.138 1.701 0.42
H -3.841 3.065 5.028 0.36
H 3.205 -6.351 -4.317 0.37
H 7.410 -1.379 4.011 0.34
H 3.595 0.531 4.291 0.26
H -5.938 -0.832 1.436 0.36
H 0.303 -4.456 -0.673 0.47
H 0.974 -5.259 3.479 0.34
H -0.889 2.970 1.063 0.24
H 5.890 0.257 5.092 0.36
H -3.297 5.184 3.865 0.34
H -1.343 -2.587 1.839 -0.76
H -1.761 2.018 -3.553 0.37
H 6.572 -2.736 2.107 0.37
H -3.995 -3.564 -1.151 0.43
H 1.375 0.860 3.721 0.48
H -4.053 0.727 1.637 0.45
H -0.514 -1.507 3.412 0.50
H 1.577 -0.762 4.398 0.71
H -2.648 -5.351 -4.807 0.38
H 5.209 -5.058 -4.990 0.34
H -0.892 2.239 -5.866 0.34
```

As for the multiplicity: 1. The calculation puts the HOMO energy at -0.28 eV. The electronic energy comes out at -140011.55545 eV. Its charge is -2. The calculation puts the energy above the lowest of the compared OMol25 structures with the same formula, charge and spin at 0.000 eV.

---

6.
The following is a DFT calculation (the ωB97M-V functional and the def2-TZVPD basis) of a structure of composition C27H34N3O7S3SiV.

```
76
Properties=species:S:1:pos:R:3:mulliken_spin:R:1
V -1.721 -0.140 -1.284 2.13
S -4.063 0.406 -1.396 -0.06
S -2.050 -1.388 -3.176 -0.09
S 0.594 -0.634 -1.412 0.00
Si 1.655 -0.206 0.328 0.00
O -2.555 -1.858 2.392 0.01
O 0.686 -0.244 1.681 0.01
O 2.294 1.307 0.350 -0.01
O -1.993 -1.501 0.300 -0.01
O -1.226 1.892 -1.850 -0.01
O 2.929 -1.225 0.496 0.00
O -1.239 4.035 -1.196 0.01
N -6.289 -2.685 -7.420 0.00
N -1.926 1.030 0.453 -0.08
N -8.833 -0.409 -5.157 0.00
C -1.416 2.745 -1.003 0.00
C -2.287 -1.050 1.389 -0.02
C 4.668 1.625 0.498 0.00
C 1.801 -3.349 0.890 0.00
C 3.293 -2.994 -1.100 0.00
C -6.373 -0.786 -4.458 0.00
C -1.892 2.350 0.352 0.05
C -5.916 -0.193 -3.293 0.00
C 2.523 -0.238 3.335 0.00
C -2.363 0.440 1.554 0.06
C 0.905 1.657 3.148 0.00
C -4.186 -1.733 -4.812 0.00
C -2.848 1.181 2.617 -0.01
C -5.940 -2.191 -6.443 0.00
C 3.582 1.249 -1.729 0.00
C -4.597 -0.356 -2.872 0.01
C 4.266 -3.038 1.199 0.00
C 1.083 0.149 3.011 0.00
C 3.421 1.865 -0.345 0.00
C -3.720 -1.135 -3.641 0.00
C -5.496 -1.567 -5.229 0.01
C -2.825 2.567 2.519 0.02
C 3.131 3.355 -0.461 0.00
C 3.052 -2.651 0.365 0.00
C 0.155 -0.588 3.973 0.00
C -2.321 3.175 1.376 -0.01
C -7.738 -0.588 -4.858 0.00
H 2.756 0.078 4.354 0.00
H 4.190 -2.486 -1.458 0.00
H 2.659 -1.316 3.266 0.00
H -2.673 -1.380 3.222 0.00
H 4.416 1.725 -2.248 0.00
H 2.233 3.514 -1.061 0.00
H -3.197 3.171 3.334 0.00
H -6.594 0.407 -2.701 0.00
H -0.863 -0.195 3.903 0.00
H 3.437 -4.070 -1.216 0.00
H -3.248 0.710 3.506 0.00
H 5.545 2.059 0.014 0.00
H 0.148 -1.654 3.742 0.00
H 4.102 -2.808 2.253 0.00
H 3.789 0.180 -1.656 0.00
H 0.487 -0.456 5.003 0.00
H -2.282 4.249 1.271 0.00
H 4.468 -4.107 1.106 0.00
H -3.511 -2.335 -5.405 0.00
H 3.964 3.875 -0.937 0.00
H 1.930 -4.431 0.843 0.00
H 3.227 0.240 2.657 0.00
H -0.122 1.935 2.907 0.00
H 1.117 1.976 4.171 0.00
H 4.554 2.086 1.481 0.00
H 1.575 2.177 2.464 0.00
H 4.831 0.555 0.627 0.00
H 2.971 3.786 0.529 0.00
H -0.947 4.177 -2.111 0.00
H 2.446 -2.686 -1.711 0.00
H 1.617 -3.068 1.929 0.00
H 0.927 -3.081 0.293 0.00
H 2.676 1.381 -2.319 0.00
H 5.144 -2.487 0.858 0.00
```

As for the multiplicity: 3. The calculation puts the HOMO energy (alpha / beta) at -7.97 / -7.91 eV. The electronic energy comes out at -113433.32460 eV. The calculation puts the energy above the lowest of the compared OMol25 structures with the same formula, charge and spin at 0.000 eV.

---

7.
The following is a DFT calculation (the ωB97M-V functional and the def2-TZVPD basis) of the ion C2H9N4O with charge +1.

```
16
Properties=species:S:1:pos:R:3:nbo_charge:R:1
O -0.979 0.001 -0.784 -0.40
N 0.705 -1.502 -0.062 -0.79
N -1.153 -0.735 1.311 -0.87
N -0.022 0.215 -1.862 -0.52
N 0.721 0.701 0.702 -0.51
C 0.608 1.960 0.692 0.05
C -0.290 -0.263 0.346 0.70
H 0.891 -1.698 -1.077 0.45
H 0.005 1.279 -1.932 0.37
H -2.077 -0.722 0.848 0.45
H -0.391 2.383 0.447 0.17
H -0.807 -0.547 2.270 0.44
H -0.527 -0.026 -2.636 0.37
H 1.378 2.523 1.006 0.20
H 0.300 -2.343 0.491 0.45
H 1.638 -1.228 0.238 0.45
```

As for the multiplicity: 1. The calculation puts the HOMO energy at -14.31 eV. The electronic energy comes out at -10218.49311 eV. Its charge is +1. The calculation puts the energy above the lowest of the compared OMol25 structures with the same formula, charge and spin at 4.757 eV.

---

8.
The following is a DFT calculation (the ωB97M-V functional and the def2-TZVPD basis) of the molecule CH2N2O2.

```
7
Properties=species:S:1:pos:R:3:nbo_charge:R:1
O 1.439 0.025 -0.590 -0.60
O -1.277 1.710 0.597 -0.51
N 0.574 -0.188 0.482 -0.06
N -0.875 -0.569 -0.033 -0.55
C -0.855 0.655 0.367 0.82
H -1.369 -1.349 -0.388 0.42
H 2.363 -0.284 -0.435 0.49
```

As for the multiplicity: 1. The calculation puts the HOMO energy at -9.47 eV. The electronic energy comes out at -8139.96784 eV. The calculation puts the energy above the lowest of the compared OMol25 structures with the same formula, charge and spin at 5.403 eV.

---

In order of appearance, maximum force = 0.122 0.067 0.097 0.086 0.007 0.012 0.106 0.063 hartree/bohr.